{"formula": "C2H3N3O2", "method": "wB97M-V/def2-TZVPD", "species": ["N", "C", "N", "N", "C", "O", "O", "H", "H", "H"], "positions_angstrom": [[1.95141, 0.35504, 0.20858], [0.62780, 0.02918, 0.11333], [0.02757, -0.97783, 0.64349], [-1.25836, -0.85752, 0.12608], [-1.42228, 0.22818, -0.66574], [-2.37180, 0.67399, -1.24903], [-0.14377, 0.80941, -0.67762], [2.42354, -0.10246, 0.97359], [2.14551, 1.34415, 0.13287], [-1.97962, -1.50213, 0.39444]], "forces_ev_per_a": [[-0.130, 0.103, 0.034], [-0.106, -0.274, 0.147], [0.231, 0.330, -0.189], [-0.172, 0.058, -0.088], [-0.288, 0.026, -0.032], [0.432, -0.195, 0.225], [0.003, -0.001, -0.024], [-0.003, 0.015, -0.042], [-0.014, -0.131, 0.003], [0.047, 0.069, -0.035]], "nbo_charge": [-0.806, 0.628, -0.355, -0.469, 0.835, -0.591, -0.467, 0.404, 0.401, 0.421], "multiplicity": 1, "max_force_ev_per_a": 0.53, "smiles": "Nc1n[nH]c(=O)o1", "homo_ha": -0.3280, "relative_energy_kj_mol": 44.0, "total_energy_ev": -10688.0010, "orbital_gap_ev": 9.6467}